No. 1
{"formula": "C12H16OS", "method": "ωB97M-V/def2-TZVPD", "total_charge": 0, "gap_ev": 9.7, "energy_ha": -940.14932, "symbols": ["C", "C", "C", "C", "C", "C", "C", "C", "C", "C", "C", "C", "O", "S", "H", "H", "H", "H", "H", "H", "H", "H", "H", "H", "H", "H", "H", "H", "H", "H"], "xyz": [[-2.574, 1.522, 3.382], [-1.264, 0.919, 3.411], [-3.337, 1.432, 2.200], [-0.790, 0.348, 2.220], [-2.762, 0.986, 0.976], [-1.556, 0.444, 1.025], [0.477, 0.409, -0.604], [1.581, -0.510, -1.140], [1.656, -1.753, -0.261], [1.634, 0.245, -3.550], [1.464, -0.915, -2.617], [2.273, -1.709, 0.843], [-1.946, -0.353, -1.373], [-1.031, -0.658, -0.254], [-2.906, 1.531, 4.358], [-0.706, 0.910, 4.380], [-4.316, 1.703, 2.198], [0.111, -0.152, 2.124], [-3.323, 0.956, 0.024], [0.156, 0.968, -1.431], [0.802, 1.063, 0.097], [2.580, 0.062, -0.981], [1.102, -2.617, -0.619], [1.935, -0.205, -4.565], [2.310, 1.015, -3.220], [0.654, 0.770, -3.732], [2.275, -1.717, -2.821], [0.613, -1.383, -2.795], [2.256, -2.568, 1.534], [2.635, -0.743, 1.189]], "forces_ev_per_angstrom": [[1.799, -2.812, -2.464], [-0.271, 0.408, -1.160], [3.344, 0.089, 0.393], [-2.097, 1.765, 0.545], [-2.828, 1.073, 0.478], [2.351, -1.829, 2.018], [-0.496, -3.551, -2.722], [1.798, 0.020, 0.655], [-1.548, 0.556, -3.774], [-1.264, -0.266, -2.560], [5.189, 0.919, 1.443], [1.186, -0.580, 4.157], [-0.373, -0.566, -0.795], [0.637, 2.169, -0.323], [-1.651, 1.212, 1.719], [-0.437, -0.174, -1.129], [-2.695, 0.871, 0.074], [1.790, -0.958, 0.300], [0.204, -0.001, 0.729], [-0.951, 1.071, -1.057], [0.741, 1.536, 2.746], [-1.463, -0.916, -0.460], [0.253, -0.137, 0.056], [-0.230, 1.139, 1.320], [0.634, 0.028, 0.068], [0.817, -0.506, 0.175], [-1.032, 1.304, 0.405], [-4.177, -2.122, -0.736], [0.289, 0.567, -0.236], [0.482, -0.308, 0.134]], "lowdin_charge": [-0.058, -0.053, -0.037, -0.078, -0.077, -0.427, -0.228, -0.378, -0.238, -0.112, -0.250, -0.022, -0.513, 1.011, 0.068, 0.115, 0.066, 0.064, 0.122, 0.072, 0.063, 0.166, 0.112, 0.101, 0.065, 0.089, 0.149, 0.054, 0.078, 0.079]}

No. 2
{"formula": "C5H12NO", "method": "ωB97M-V/def2-TZVPD", "total_charge": 1, "gap_ev": 7.3, "energy_ha": -327.30026, "symbols": ["C", "C", "C", "C", "N", "C", "H", "H", "H", "H", "H", "H", "H", "H", "H", "H", "H", "H", "O"], "xyz": [[1.376, -1.104, -1.598], [1.269, -1.482, -0.189], [0.194, -0.970, 0.693], [0.043, 0.365, 0.647], [-0.753, 0.834, 1.671], [-1.185, 2.046, 1.986], [0.513, -0.983, -2.106], [1.893, -0.108, -1.704], [1.928, -1.798, -2.232], [1.126, -2.584, 0.022], [2.225, -1.326, 0.246], [0.119, -1.516, 1.701], [0.075, 1.069, -0.135], [-1.161, 0.063, 2.274], [-0.474, 2.835, 2.034], [-2.304, 2.244, 1.980], [-1.950, 1.099, -1.124], [-1.249, 0.875, -2.470], [-1.686, 0.441, -1.694]], "forces_ev_per_angstrom": [[2.904, 1.501, -0.888], [-1.379, -4.313, 0.987], [3.463, 1.532, 1.060], [-1.015, -0.917, 1.842], [-2.768, 0.516, 2.715], [-0.820, -1.087, -1.052], [-3.263, 0.259, -1.261], [-0.276, -0.874, 0.139], [0.337, -0.129, 0.508], [0.533, 0.572, -1.214], [0.812, 0.479, 1.051], [-0.697, 0.745, -1.679], [0.997, 0.236, -0.991], [-0.366, 0.947, -1.514], [0.333, 0.938, -1.115], [1.455, -0.539, 1.676], [-1.149, 2.483, 1.643], [-0.767, -0.457, 1.001], [1.664, -1.890, -2.908]], "lowdin_charge": [-0.095, -0.264, 0.002, -0.095, 0.002, 0.179, 0.024, 0.111, 0.099, 0.137, 0.120, 0.168, 0.119, 0.198, 0.100, 0.149, -0.023, 0.093, -0.022]}

No. 3
{"formula": "C4H7NO2", "method": "ωB97M-V/def2-TZVPD", "total_charge": 0, "gap_ev": 9.5, "energy_ha": -361.72430, "symbols": ["C", "C", "O", "C", "C", "O", "N", "H", "H", "H", "H", "H", "H", "H"], "xyz": [[1.535, -0.371, 0.674], [0.364, 0.298, -0.038], [0.757, 1.355, -0.775], [-0.503, -0.598, -0.871], [-1.789, -0.494, -0.569], [-1.978, 0.247, 0.521], [-0.598, 0.715, 1.006], [1.234, -0.607, 1.668], [2.334, 0.358, 0.734], [1.836, -1.223, 0.061], [0.093, 1.501, -1.585], [-0.033, -1.016, -1.653], [-2.793, -0.755, -1.125], [-0.461, 0.590, 1.953]], "forces_ev_per_angstrom": [[0.304, 0.743, -1.327], [-2.250, -1.610, 2.336], [-0.623, 2.268, -3.914], [-0.692, 0.616, 1.365], [-1.051, 0.100, -0.991], [0.666, 1.144, 2.455], [-2.317, 0.818, -4.430], [0.014, -0.767, 0.569], [0.368, -0.033, -0.031], [0.242, -0.049, 0.499], [2.074, -0.531, 2.877], [1.085, -1.785, -2.807], [2.401, 0.273, 1.281], [-0.223, -1.188, 2.119]], "lowdin_charge": [0.016, -0.653, 0.005, -0.037, -0.152, -0.060, 0.125, 0.069, 0.084, 0.090, 0.185, 0.072, 0.171, 0.084]}

No. 4
{"formula": "C13H15N3O4S", "method": "ωB97M-V/def2-TZVPD", "total_charge": 0, "gap_ev": 8.8, "energy_ha": -1367.82163, "symbols": ["C", "C", "O", "O", "C", "O", "C", "C", "C", "C", "C", "N", "S", "N", "C", "C", "H", "H", "H", "H", "H", "H", "H", "H", "C", "C", "O", "N", "C", "H", "H", "H", "H", "H", "H", "H"], "xyz": [[-0.917, -0.834, -0.252], [-1.148, -0.094, 1.028], [-1.775, -0.499, 1.958], [-0.622, 1.194, 1.113], [0.414, 1.551, 0.270], [0.218, 1.902, -0.854], [1.774, 1.452, 0.896], [1.979, 2.062, 2.260], [3.248, 1.797, 2.882], [3.583, 2.287, 4.095], [2.638, 3.094, 4.774], [2.771, 3.663, 5.975], [1.396, 4.449, 6.245], [0.592, 4.143, 4.904], [1.380, 3.370, 4.155], [1.063, 2.841, 2.881], [-1.305, -0.265, -1.093], [0.135, -1.052, -0.427], [-1.450, -1.776, -0.195], [1.979, 0.378, 0.986], [2.491, 1.851, 0.182], [3.970, 1.183, 2.360], [4.541, 2.080, 4.545], [0.100, 3.072, 2.452], [-0.918, -3.900, -4.313], [-1.826, -3.316, -3.255], [-1.554, -3.377, -2.067], [-2.969, -2.713, -3.676], [-3.451, -2.546, -5.033], [-0.060, -4.339, -3.815], [-1.433, -4.674, -4.884], [-0.574, -3.128, -5.002], [-3.533, -2.351, -2.923], [-3.566, -1.488, -5.272], [-4.417, -3.035, -5.161], [-2.750, -2.982, -5.737]], "forces_ev_per_angstrom": [[-0.268, -0.255, 0.062], [-0.289, -0.012, 0.230], [0.100, 0.180, -0.174], [0.246, -0.350, 0.018], [-0.117, 0.353, -0.387], [-0.053, -0.052, 0.183], [0.064, -0.206, 0.189], [0.226, -0.077, -0.118], [-0.056, -0.057, -0.153], [0.194, 0.025, 0.176], [-0.192, 0.074, -0.072], [-0.141, 0.051, 0.108], [0.241, 0.083, 0.198], [-0.235, 0.037, -0.018], [0.184, -0.027, 0.095], [-0.219, 0.169, -0.047], [0.122, 0.120, -0.061], [0.111, 0.121, -0.020], [0.039, -0.059, 0.005], [0.019, -0.055, -0.061], [0.035, 0.048, -0.058], [-0.041, -0.066, -0.118], [0.059, -0.015, 0.050], [-0.035, -0.033, -0.019], [0.024, -0.005, 0.042], [-0.013, -0.008, -0.007], [0.027, 0.001, -0.012], [0.005, 0.010, -0.054], [-0.050, 0.035, 0.180], [-0.005, 0.004, 0.035], [0.006, 0.022, -0.043], [-0.017, -0.022, -0.040], [-0.013, -0.004, 0.005], [0.019, -0.005, -0.045], [0.012, -0.018, -0.046], [0.009, -0.006, -0.020]], "lowdin_charge": [0.018, -0.465, 0.148, 0.076, -0.466, 0.164, -0.039, -0.195, -0.031, -0.013, -0.369, -0.231, 1.001, -0.236, -0.350, 0.044, 0.097, 0.099, 0.076, 0.142, 0.138, 0.116, 0.116, 0.127, -0.010, -0.545, 0.027, 0.009, -0.077, 0.082, 0.084, 0.084, 0.140, 0.084, 0.084, 0.070]}